# 1
Below is C6H4O in the gas phase, with properties calculated with ωB97M-V/def2-TZVPD.

Its structure (SMILES) is C#CC(=O)C#CC. As for the lowest unoccupied orbital energy: -0.009 Eh. Its net charge is 0. Its total energy is -8330.0566 eV. Its gap between HOMO and LUMO is 9.97 eV. The energy above the lowest of the compared OMol25 structures with the same formula, charge and spin is 230.0 kJ/mol. Its HOMO energy is -10.21 eV.

```
11
Properties=species:S:1:pos:R:3:forces:R:3:nbo_charge:R:1
O 1.257257 1.837663 1.748992 0.037 0.115 0.212 -0.46
C -0.038579 0.653648 0.204603 -0.234 0.012 -0.243 -0.15
C 2.246559 -0.012458 0.714395 -0.334 0.167 0.156 -0.12
C 3.057086 -0.873683 0.550799 0.371 -0.551 0.108 -0.13
C -1.038549 0.362258 -0.398213 0.224 -0.068 0.454 0.13
C -2.301710 -0.175084 -0.883096 -0.069 0.004 -0.002 -0.70
C 1.159847 0.922521 0.971855 0.067 0.156 -0.429 0.45
H -2.152069 -1.252488 -1.021561 -0.314 0.183 -0.019 0.24
H -2.647194 0.263294 -1.828133 0.183 -0.044 0.288 0.25
H -3.051177 0.010446 -0.098438 0.078 -0.191 -0.395 0.25
H 3.751513 -1.682212 0.484252 -0.009 0.219 -0.129 0.24
```
Positions in Å, forces in eV/Å.

---

# 2
Below is a molecular structure, C6H4O12Zr, with properties calculated with ωB97M-V/def2-TZVPD.

As for the lowest unoccupied orbital energy: 0.157 Eh. Its net charge is -2. Its total energy is -32127.2010 eV. Its gap between HOMO and LUMO is 4.49 eV. The energy above the lowest of the compared OMol25 structures with the same formula, charge and spin is 958.7 kJ/mol. Its HOMO energy is -0.23 eV.

```
23
Properties=species:S:1:pos:R:3:forces:R:3:nbo_charge:R:1
Zr -0.938400 1.473361 1.141933 1.013 0.263 -0.415 2.42
O 0.861813 1.361897 2.427973 4.231 -6.298 -4.008 -0.85
O 1.038452 -2.181280 -0.428414 -0.189 2.573 -1.541 -0.47
O -0.526711 2.497602 3.083977 -8.926 3.724 1.242 -0.85
O 0.260373 2.826672 -0.111316 13.407 1.711 0.971 -0.84
O -2.880872 0.700211 1.831230 -11.728 6.788 4.448 -0.83
O -1.465539 -0.479299 2.036466 8.610 -9.661 10.255 -0.75
O -1.476976 3.466148 0.147077 -8.711 9.572 3.676 -0.79
O 0.658638 0.122289 -0.257499 1.233 -4.701 -3.029 -0.54
O 1.403804 2.715196 4.100062 0.739 -0.592 2.097 -0.78
O -1.175897 2.045515 -1.110828 -4.455 -6.911 -10.852 -0.75
O -2.115786 -0.221798 0.321572 -2.498 -4.245 -13.883 -0.81
O 0.863795 -0.869337 -2.297714 0.557 -0.960 -0.761 -0.45
C 0.605111 2.120963 3.386566 2.168 2.569 -1.722 0.96
C 0.860070 -0.893844 -0.966457 -1.635 3.580 5.007 1.00
C -0.749223 3.159643 -0.831353 -1.079 -6.263 8.854 0.88
C 1.241583 -3.043061 -1.542812 -0.052 -0.231 1.368 -0.11
C 1.147807 -2.182191 -2.794629 -0.260 -0.891 0.253 -0.10
C -2.561593 -0.485821 1.467232 7.341 9.386 -1.040 0.90
H 0.326285 -2.638521 -3.346864 -0.307 0.882 -0.343 0.18
H 2.205858 -3.493052 -1.306661 -0.072 -0.502 -0.690 0.18
H 0.391513 -3.724801 -1.516034 0.422 -0.522 -0.062 0.18
H 2.025897 -2.276493 -3.433507 0.190 0.729 0.175 0.18
```
Positions in Å, forces in eV/Å.

---

# 3
Below is 2 unconnected molecules or ions with the total composition C6H4O2, with properties calculated with ωB97M-V/def2-TZVPD.

Its structure (SMILES) is C#CC=O.C#CC=O. As for the lowest unoccupied orbital energy: -0.018 Eh. Its net charge is 0. Its total energy is -10374.8523 eV. Its gap between HOMO and LUMO is 10.05 eV. The energy above the lowest of the compared OMol25 structures with the same formula, charge and spin is 552.1 kJ/mol. Its HOMO energy is -10.53 eV.

```
12
Properties=species:S:1:pos:R:3:forces:R:3:nbo_charge:R:1
O 0.952385 0.647686 -2.091363 -0.573 -0.145 1.855 -0.48
O -0.259435 0.996096 1.977787 -0.863 -1.352 -0.915 -0.50
C -2.176345 0.225933 -1.043373 0.577 -0.010 0.335 -0.14
C -0.240235 -0.108055 1.460573 3.680 1.252 1.848 0.37
C 1.075842 -0.547951 0.744487 -1.726 -1.150 1.024 -0.18
C -1.053551 0.526306 -0.706251 1.137 -0.439 -1.945 -0.18
C 0.426831 0.942637 -1.039360 -2.275 1.360 -1.967 0.39
C 1.909767 -1.394277 0.514144 -0.208 0.601 -0.280 -0.12
H 0.637943 1.868292 -0.479125 0.852 -0.556 0.415 0.17
H 2.654093 -2.077481 0.174766 0.099 0.089 0.115 0.24
H -0.788628 -0.977500 1.849165 -0.600 0.215 -0.695 0.18
H -3.138666 -0.101684 -1.361450 -0.100 0.135 0.210 0.24
```
Positions in Å, forces in eV/Å.

---

# 4
Below is C6H4O3 in the gas phase, with properties calculated with ωB97M-V/def2-TZVPD.

Its structure (SMILES) is Oc1c(O)c2ccc1o2. As for the lowest unoccupied orbital energy: -0.031 Eh. Its net charge is 0. Its total energy is -12421.3485 eV. Its gap between HOMO and LUMO is 7.28 eV. The energy above the lowest of the compared OMol25 structures with the same formula, charge and spin is 595.4 kJ/mol. Its HOMO energy is -8.12 eV.

```
13
Properties=species:S:1:pos:R:3:forces:R:3:nbo_charge:R:1
O -1.583660 1.660016 -0.055435 1.151 0.166 0.579 -0.62
O 0.819962 -0.102542 1.495844 0.416 0.198 1.665 -0.45
O -1.938694 -1.162131 -0.015987 1.922 -0.695 0.287 -0.66
C 0.524613 -1.093840 0.535464 0.505 -0.374 -0.644 -0.01
C 0.712855 1.067165 0.718454 -0.988 0.189 1.010 0.10
C 1.445969 -0.619711 -0.565958 -0.291 0.392 0.709 -0.23
C 1.565718 0.723864 -0.397120 0.464 -0.040 -1.324 -0.25
C -0.665343 0.876030 0.544872 -0.776 0.302 -0.895 0.31
C -0.786936 -0.584826 0.447713 -1.631 -0.363 -0.238 0.34
H -2.355960 1.119543 -0.190501 -0.799 -0.240 -0.154 0.49
H 1.890121 -1.219324 -1.305731 0.428 -0.504 -0.839 0.22
H -1.666278 -2.108822 -0.171163 -0.653 1.139 0.031 0.51
H 2.037635 1.444583 -1.040450 0.253 -0.170 -0.185 0.24
```
Positions in Å, forces in eV/Å.

---

# 5
Below is a molecular structure, C6H5As3F26NaO4Pt2, with properties calculated with ωB97M-V/def2-TZVPD.

As for the lowest unoccupied orbital energy (alpha / beta): -0.263 / -0.298 Eh. As for the multiplicity: 5. As for the expectation value of S²: 6.005. Its net charge is +1. Its total energy is -278569.9369 eV. Its gap between HOMO and LUMO (alpha / beta) is 6.89 / 5.92 eV. Its HOMO energy (alpha / beta) is -14.04 / -14.04 eV.

```
47
Properties=species:S:1:pos:R:3:forces:R:3:mulliken_spin:R:1
Pt 2.905871 -3.490569 -1.958011 -0.798 0.863 1.203 1.70
Pt 0.206983 -1.696563 1.674049 -0.897 0.301 -1.473 1.71
As 4.041048 -2.178688 1.602508 2.432 0.095 1.012 0.01
As -3.207188 -1.261886 -0.153910 -1.615 0.023 0.341 0.00
As -0.036887 -5.186672 -0.085650 -0.715 -0.603 0.758 0.01
Na -1.005851 -2.987436 -3.343339 -0.342 0.055 0.507 0.00
F 3.585366 -3.692781 2.227314 -0.248 -0.011 -0.097 0.01
F 1.047811 6.927379 -1.897495 -0.165 0.188 0.092 0.00
F -3.779648 -2.509395 0.858025 0.400 -0.271 0.010 0.00
F -4.538469 -1.429127 -1.197750 0.218 -0.060 -0.390 0.00
F 4.478549 -1.547729 3.110335 -0.494 -0.058 0.137 0.00
F -0.666973 -4.610577 -1.609635 0.045 0.293 -0.097 0.00
F -1.768659 -1.094051 0.936771 0.564 -0.046 0.819 0.05
F 0.425216 -6.621173 -0.865837 0.319 0.222 -0.171 0.00
F 0.320106 4.976386 -2.554711 -0.435 0.057 -0.031 0.00
F 3.494710 -2.806831 -0.015323 -0.094 -0.150 -0.989 0.04
F 1.051213 2.102360 2.069447 0.091 0.171 -0.464 0.00
F 5.617402 -2.711798 1.226558 -0.218 -0.298 -0.113 0.00
F -0.484803 -3.570738 0.617321 0.487 -0.255 0.088 0.04
F 4.389219 -0.689398 0.845836 -0.834 -0.013 -0.273 0.01
F -1.510827 -5.764450 0.486208 -0.231 0.055 -0.384 0.00
F 1.510873 -4.305994 -0.565686 0.172 -0.636 0.071 0.05
F -0.197096 6.516169 0.544271 -0.440 0.008 0.294 0.00
F -1.553800 6.710542 -1.182085 -0.245 -0.036 0.149 0.00
F -0.596430 1.770177 -0.158671 -0.530 -0.385 -0.023 0.00
F -2.294080 2.540933 1.025159 -0.090 -0.266 -0.028 0.00
F 0.763491 -5.624805 1.346335 0.237 0.472 -0.085 0.01
F -2.213316 -2.394361 -1.041951 -0.031 -0.077 -0.466 0.00
F -3.991698 -0.103161 0.821770 0.253 0.192 -0.025 0.00
F -0.620904 0.729995 2.335321 0.115 -0.268 -0.343 0.01
F 2.314309 -1.689127 1.806686 -0.074 0.345 0.380 0.04
F -2.537484 0.023564 -1.129932 0.255 -0.094 0.039 0.00
O 1.258411 -2.241256 -2.132378 0.485 -0.628 -1.986 0.18
O -0.494916 3.820603 0.611608 -0.426 0.265 0.611 0.00
O -0.402001 -0.839971 -2.384034 1.363 0.092 0.866 0.01
O 0.550564 -1.054207 -0.378859 0.469 0.642 0.072 0.08
C -0.657968 5.914605 -0.572872 1.290 -0.515 -1.141 0.00
C -0.975468 2.580405 0.881325 1.474 0.322 -0.726 0.00
C 0.577756 5.749281 -1.463904 0.745 -0.454 0.011 0.00
C -0.277232 2.062204 2.133001 -0.374 -0.365 1.521 0.01
C -1.311883 4.575855 -0.271680 -1.129 0.852 0.085 0.00
C 0.533337 -1.363383 -1.567606 -0.567 -0.294 0.699 0.02
H -0.852539 -0.212368 -1.771391 -0.855 -0.004 -0.576 0.00
H -1.552761 3.996313 -1.161073 0.267 0.252 -0.244 0.00
H -2.264824 4.913180 0.153818 0.055 -0.590 0.463 0.00
H -0.631564 2.540953 3.046435 0.054 0.444 -0.200 0.00
H 1.353049 5.227592 -0.896305 0.056 0.166 0.096 0.00
```
Positions in Å, forces in eV/Å.

---

# 6
Below is a molecular structure, C6H5Br15F3O3S, with properties calculated with ωB97M-V/def2-TZVPD.

As for the lowest unoccupied orbital energy: 0.049 Eh. Its net charge is -1. Its total energy is -1082069.4428 eV. Its gap between HOMO and LUMO is 6.86 eV. Its HOMO energy is -5.52 eV.

```
33
Properties=species:S:1:pos:R:3:forces:R:3:nbo_charge:R:1
Br -2.157249 1.656589 -2.118701 -0.323 0.312 0.008 0.14
Br -6.342308 -2.156214 -0.004630 0.184 -0.152 0.232 0.08
Br 4.275427 4.423176 -5.900512 -0.131 0.118 0.248 0.06
Br -4.544037 -1.853424 2.638554 -0.454 -0.340 -0.067 0.10
Br 1.059294 0.092015 1.398548 -0.451 -0.278 0.135 0.13
Br -1.680890 -3.363774 4.416843 0.232 -0.177 0.057 0.09
Br -2.086652 -0.267580 0.885753 0.493 -0.070 0.004 0.06
Br -3.464749 3.960575 -0.307058 -0.066 -0.263 -0.160 0.08
Br -5.114862 1.277487 -0.933755 0.228 0.157 -0.001 0.07
Br -0.137885 -2.817573 0.761987 -0.073 0.319 0.112 0.08
Br 4.319590 4.061856 -2.712069 -0.334 0.578 -0.796 0.14
Br 2.932794 6.650296 -4.014046 0.050 -0.159 -0.087 0.04
Br -4.209531 -4.432238 0.759463 -0.184 0.324 0.116 0.10
Br 1.468069 -2.998028 4.909674 -0.313 -0.204 -0.060 0.10
Br 0.269381 -5.909066 4.276514 -0.066 0.329 0.095 0.08
S 3.169755 0.318083 -1.905013 -0.648 -4.124 -7.730 2.14
F 5.313766 -0.143839 -0.427214 -1.627 2.797 -0.050 -0.32
F 3.823164 1.198059 0.640378 1.406 -0.197 -2.374 -0.34
F 5.076817 2.071967 -1.092786 -1.063 -2.869 1.847 -0.34
O 4.127001 -0.260516 -3.103700 -2.498 2.582 5.020 -0.97
O 2.360227 1.442827 -2.486446 1.648 -1.401 2.563 -0.96
O 2.364101 -0.852756 -1.392924 1.976 3.212 0.330 -0.94
C -0.467064 -1.086773 1.570956 0.232 0.114 0.136 -0.50
C -3.795295 2.541055 -1.586346 0.203 -0.014 -0.242 -0.50
C 3.349859 4.766500 -4.231009 0.097 -0.262 0.316 -0.49
C 4.404007 0.919541 -0.608931 0.943 -0.388 0.554 0.74
C -0.057381 -4.180173 5.090724 0.049 0.045 0.098 -0.49
C -5.429657 -3.085017 1.432043 -0.001 -0.131 0.117 -0.49
H -6.191131 -3.604230 2.008965 0.172 0.132 -0.164 0.22
H 2.402179 4.234021 -4.277226 0.228 0.089 0.018 0.23
H -0.620706 -1.257134 2.634283 -0.001 -0.010 -0.262 0.21
H -4.211868 3.005824 -2.476786 0.056 -0.096 0.252 0.22
H -0.204166 -4.351537 6.154465 0.034 0.028 -0.265 0.22
```
Positions in Å, forces in eV/Å.

---

Repeat the sixth record exactly.
Below is a molecular structure, C6H5Br15F3O3S, with properties calculated with ωB97M-V/def2-TZVPD.

As for the lowest unoccupied orbital energy: 0.049 Eh. Its net charge is -1. Its total energy is -1082069.4428 eV. Its gap between HOMO and LUMO is 6.86 eV. Its HOMO energy is -5.52 eV.

```
33
Properties=species:S:1:pos:R:3:forces:R:3:nbo_charge:R:1
Br -2.157249 1.656589 -2.118701 -0.323 0.312 0.008 0.14
Br -6.342308 -2.156214 -0.004630 0.184 -0.152 0.232 0.08
Br 4.275427 4.423176 -5.900512 -0.131 0.118 0.248 0.06
Br -4.544037 -1.853424 2.638554 -0.454 -0.340 -0.067 0.10
Br 1.059294 0.092015 1.398548 -0.451 -0.278 0.135 0.13
Br -1.680890 -3.363774 4.416843 0.232 -0.177 0.057 0.09
Br -2.086652 -0.267580 0.885753 0.493 -0.070 0.004 0.06
Br -3.464749 3.960575 -0.307058 -0.066 -0.263 -0.160 0.08
Br -5.114862 1.277487 -0.933755 0.228 0.157 -0.001 0.07
Br -0.137885 -2.817573 0.761987 -0.073 0.319 0.112 0.08
Br 4.319590 4.061856 -2.712069 -0.334 0.578 -0.796 0.14
Br 2.932794 6.650296 -4.014046 0.050 -0.159 -0.087 0.04
Br -4.209531 -4.432238 0.759463 -0.184 0.324 0.116 0.10
Br 1.468069 -2.998028 4.909674 -0.313 -0.204 -0.060 0.10
Br 0.269381 -5.909066 4.276514 -0.066 0.329 0.095 0.08
S 3.169755 0.318083 -1.905013 -0.648 -4.124 -7.730 2.14
F 5.313766 -0.143839 -0.427214 -1.627 2.797 -0.050 -0.32
F 3.823164 1.198059 0.640378 1.406 -0.197 -2.374 -0.34
F 5.076817 2.071967 -1.092786 -1.063 -2.869 1.847 -0.34
O 4.127001 -0.260516 -3.103700 -2.498 2.582 5.020 -0.97
O 2.360227 1.442827 -2.486446 1.648 -1.401 2.563 -0.96
O 2.364101 -0.852756 -1.392924 1.976 3.212 0.330 -0.94
C -0.467064 -1.086773 1.570956 0.232 0.114 0.136 -0.50
C -3.795295 2.541055 -1.586346 0.203 -0.014 -0.242 -0.50
C 3.349859 4.766500 -4.231009 0.097 -0.262 0.316 -0.49
C 4.404007 0.919541 -0.608931 0.943 -0.388 0.554 0.74
C -0.057381 -4.180173 5.090724 0.049 0.045 0.098 -0.49
C -5.429657 -3.085017 1.432043 -0.001 -0.131 0.117 -0.49
H -6.191131 -3.604230 2.008965 0.172 0.132 -0.164 0.22
H 2.402179 4.234021 -4.277226 0.228 0.089 0.018 0.23
H -0.620706 -1.257134 2.634283 -0.001 -0.010 -0.262 0.21
H -4.211868 3.005824 -2.476786 0.056 -0.096 0.252 0.22
H -0.204166 -4.351537 6.154465 0.034 0.028 -0.265 0.22
```
Positions in Å, forces in eV/Å.

---

Question: Which value of net charge does entry 4 give?
Answer: 0

---

Repeat the first record exactly.
Below is C6H4O in the gas phase, with properties calculated with ωB97M-V/def2-TZVPD.

Its structure (SMILES) is C#CC(=O)C#CC. As for the lowest unoccupied orbital energy: -0.009 Eh. Its net charge is 0. Its total energy is -8330.0566 eV. Its gap between HOMO and LUMO is 9.97 eV. The energy above the lowest of the compared OMol25 structures with the same formula, charge and spin is 230.0 kJ/mol. Its HOMO energy is -10.21 eV.

```
11
Properties=species:S:1:pos:R:3:forces:R:3:nbo_charge:R:1
O 1.257257 1.837663 1.748992 0.037 0.115 0.212 -0.46
C -0.038579 0.653648 0.204603 -0.234 0.012 -0.243 -0.15
C 2.246559 -0.012458 0.714395 -0.334 0.167 0.156 -0.12
C 3.057086 -0.873683 0.550799 0.371 -0.551 0.108 -0.13
C -1.038549 0.362258 -0.398213 0.224 -0.068 0.454 0.13
C -2.301710 -0.175084 -0.883096 -0.069 0.004 -0.002 -0.70
C 1.159847 0.922521 0.971855 0.067 0.156 -0.429 0.45
H -2.152069 -1.252488 -1.021561 -0.314 0.183 -0.019 0.24
H -2.647194 0.263294 -1.828133 0.183 -0.044 0.288 0.25
H -3.051177 0.010446 -0.098438 0.078 -0.191 -0.395 0.25
H 3.751513 -1.682212 0.484252 -0.009 0.219 -0.129 0.24
```
Positions in Å, forces in eV/Å.